1.
{"formula": "C24H39I2NOSb2W", "method": "ωB97M-V/def2-TZVPD", "max_force_ev_per_a": 2.09, "energy_ha": -2209.3162, "gap_ev": 4.640, "total_charge": 4, "mol_weight_g_mol": 1038.8, "homo_ev": -18.62, "e_above_lowest_kj_mol": 0.0, "species": ["W", "C", "C", "C", "C", "C", "C", "C", "H", "H", "H", "H", "H", "H", "H", "H", "C", "Sb", "C", "C", "C", "C", "C", "C", "C", "C", "C", "Sb", "C", "C", "H", "H", "H", "H", "H", "H", "H", "H", "H", "H", "H", "H", "H", "H", "H", "H", "H", "H", "H", "H", "I", "C", "I", "H", "H", "C", "N", "C", "C", "C", "O", "H", "H", "H", "H", "H", "H", "H", "H", "H"], "coordinates": [[0.470, -0.577, -0.590], [3.642, -1.416, -2.692], [2.830, -1.291, -1.448], [2.798, -0.099, -0.728], [2.262, -0.038, 0.603], [1.820, -1.241, 1.221], [1.720, -2.389, 0.448], [2.066, -2.369, -0.915], [4.655, -1.684, -2.360], [3.731, -0.479, -3.240], [3.320, -2.228, -3.345], [3.356, 0.752, -1.087], [2.452, 0.836, 1.211], [1.617, -1.260, 2.283], [1.361, -3.303, 0.899], [1.969, -3.288, -1.480], [-3.103, -0.686, 1.323], [-1.223, 0.298, 1.477], [-0.566, -0.014, 3.460], [-1.984, 2.292, 1.655], [-0.983, 3.335, 2.022], [-0.798, 3.671, 3.361], [0.076, 4.687, 3.723], [0.770, 5.380, 2.742], [0.588, 5.053, 1.406], [-0.283, 4.033, 1.029], [-0.502, 3.760, -0.428], [0.765, 2.223, -1.223], [0.560, 2.656, -3.287], [2.596, 3.157, -0.722], [-3.403, -0.972, 2.331], [-3.093, -1.560, 0.680], [-3.820, 0.040, 0.941], [-1.461, 0.022, 4.081], [0.097, 0.807, 3.735], [-0.073, -0.971, 3.605], [-2.700, 2.108, 2.461], [-2.554, 2.508, 0.753], [-1.374, 3.166, 4.128], [0.189, 4.956, 4.764], [1.430, 6.193, 3.013], [1.100, 5.633, 0.646], [-0.134, 4.590, -1.036], [-1.534, 3.575, -0.723], [0.972, 3.657, -3.420], [-0.496, 2.676, -3.552], [1.104, 1.967, -3.928], [2.474, 4.185, -1.066], [3.464, 2.740, -1.226], [2.742, 3.172, 0.357], [-2.052, 0.043, -2.087], [-1.376, -0.629, -3.958], [0.657, -1.100, -3.666], [-1.481, 0.168, -4.687], [-1.935, -1.521, -4.224], [-1.987, -5.648, -0.007], [-1.529, -4.402, -0.672], [-1.542, -4.435, -2.139], [-1.155, -3.361, 0.019], [-1.172, -3.445, 1.515], [-0.821, -2.266, -0.595], [-2.322, -6.332, -0.780], [-2.819, -5.439, 0.661], [-1.167, -6.112, 0.539], [-0.852, -5.206, -2.481], [-1.251, -3.468, -2.533], [-2.546, -4.693, -2.474], [-2.198, -3.534, 1.877], [-0.723, -2.556, 1.950], [-0.642, -4.327, 1.877]]}

***

2.
{"formula": "C8H19N6P", "method": "ωB97M-V/def2-TZVPD", "max_force_ev_per_a": 6.08, "energy_ha": -985.3860, "gap_ev": 6.368, "total_charge": 2, "mol_weight_g_mol": 230.3, "homo_ev": -15.97, "e_above_lowest_kj_mol": 570.8, "smiles": "[H]/N=C(\\N)NC(N=P(CC)=[N+]1CC1)=[N+](C)C", "species": ["H", "N", "C", "N", "N", "C", "N", "P", "C", "C", "N", "C", "C", "N", "C", "C", "H", "H", "H", "H", "H", "H", "H", "H", "H", "H", "H", "H", "H", "H", "H", "H", "H", "H"], "coordinates": [[1.902, -3.325, -0.875], [1.813, -2.334, -0.850], [2.700, -1.637, -0.271], [3.925, -1.882, 0.227], [2.357, -0.237, 0.102], [1.264, 0.483, 0.125], [0.067, -0.176, 0.163], [-1.443, 0.027, 0.502], [-2.032, -1.287, 1.604], [-1.381, -2.673, 1.296], [-2.456, 0.179, -0.741], [-3.890, 0.439, -0.935], [-2.857, 0.938, -1.909], [1.388, 1.838, 0.213], [0.088, 2.531, 0.217], [2.460, 2.583, -0.529], [4.083, -1.343, 1.114], [4.290, -2.866, 0.110], [3.222, 0.341, 0.132], [-1.669, -1.011, 2.689], [-3.105, -1.235, 1.585], [-0.360, -2.733, 1.230], [-1.863, -3.332, 1.946], [-1.844, -3.208, 0.426], [-4.329, 1.276, -0.378], [-4.513, -0.223, -1.297], [-2.595, 0.467, -2.797], [-2.486, 1.919, -1.923], [-0.622, 2.372, -0.740], [-0.505, 2.205, 1.103], [0.054, 3.596, 0.306], [2.444, 2.493, -1.529], [2.397, 3.574, -0.206], [3.496, 2.241, -0.111]]}

***

3.
{"formula": "C4H6BeCl3F3O2", "method": "ωB97M-V/def2-TZVPD", "max_force_ev_per_a": 3.40, "energy_ha": -2001.5752, "gap_ev": 6.689, "total_charge": -2, "mol_weight_g_mol": 258.5, "homo_ev": -1.03, "e_above_lowest_kj_mol": 0.0, "species": ["Be", "C", "O", "O", "C", "F", "F", "F", "C", "C", "H", "H", "H", "H", "H", "H", "Cl", "Cl", "Cl"], "coordinates": [[1.596, -0.617, -1.178], [-0.590, -1.314, -0.118], [0.111, -0.135, 0.233], [0.470, -2.205, -0.433], [-1.781, -1.693, 0.839], [-2.569, -0.608, 1.071], [-2.590, -2.595, 0.355], [-1.333, -2.190, 1.955], [-0.525, 1.162, -0.059], [0.496, 2.204, 0.462], [0.696, 2.999, -0.256], [-0.007, 2.752, 1.259], [1.391, 1.730, 0.866], [-1.440, 1.338, 0.505], [-0.733, 1.237, -1.126], [-1.119, -1.093, -1.045], [2.115, 1.389, -1.901], [2.743, -0.431, 0.738], [3.069, -1.932, -2.167]]}